DFT (the ωB97M-V functional and the def2-TZVPD basis) results for C36H40N2O3S4SiTc as an isolated structure at a distorted geometry.

Values from the calculation:
Energy relative to the best compared isomer or geometry (same formula, charge and spin) in kJ/mol: 155.76
HOMO energy (alpha / beta) in Eh: -0.1702 / -0.1713
LUMO (alpha / beta) in Ha: 0.058 / 0.056
Molar mass in u: 803.1

The geometry in ORCA input format:
```
! wB97M-V def2-TZVPD RIJCOSX def2/J DEFGRID3
* xyz -1 1
Tc 1.33507 -0.05062 0.94552
S 3.56506 -0.06214 1.44290
C 3.99307 -1.62983 0.87213
C 5.31834 -2.08323 0.90735
C 5.67770 -3.26833 0.26652
C 4.72736 -4.21747 -0.17658
C 3.39648 -3.89227 -0.07851
C 3.04517 -2.60474 0.40182
S 1.27543 -2.26723 0.50018
H 6.10340 -1.45672 1.35190
H 6.69337 -3.51992 0.06750
H 4.93844 -5.14182 -0.65259
H 2.59466 -4.58861 -0.29729
C -3.98636 2.82754 -1.72197
C -3.39361 2.75495 -0.35443
N -3.37277 1.43151 0.23556
C -4.50907 0.97575 1.09281
C -5.80958 1.35065 0.41636
C -2.28868 0.65086 0.02854
S -0.70358 1.61920 -0.01833
N -2.21020 -0.68717 0.01614
C -3.16112 -1.32868 -0.73589
O -4.18658 -0.83081 -1.24164
C -2.95813 -2.77657 -1.04724
C -1.77141 -3.43157 -0.69473
C -1.52633 -4.69213 -1.18511
C -2.45824 -5.36523 -1.95119
C -3.67414 -4.73677 -2.23189
C -3.92778 -3.41739 -1.77847
H -3.54274 3.74369 -2.15665
H -5.03392 3.00556 -1.75130
H -3.65014 2.01746 -2.34961
H -4.02970 3.30585 0.35271
H -2.41200 3.26197 -0.29123
H -4.46920 1.45463 2.07602
H -4.41326 -0.13628 1.23312
H -6.09391 2.42904 0.45245
H -6.59498 0.81008 0.90890
H -5.83935 0.94965 -0.58635
H -1.12170 -2.98767 0.05158
H -0.55352 -5.20485 -1.00855
H -2.20916 -6.26467 -2.51627
H -4.45197 -5.29988 -2.65092
H -4.92360 -2.90380 -1.74959
O 1.80690 7.50071 -2.66954
C 2.33431 6.28000 -2.79621
O 2.96952 6.04777 -3.78606
C 2.28219 5.30608 -1.62385
C 1.79115 5.71835 -0.36120
C 1.74511 4.79488 0.71700
C 2.15702 3.48507 0.53618
S 1.86185 2.43896 1.82646
C 2.63033 3.05450 -0.69775
C 2.68826 3.96560 -1.73912
H 1.17872 7.61032 -1.96268
H 1.53360 6.78571 -0.15710
H 1.39014 5.09190 1.68809
H 3.01876 2.00297 -0.81474
H 2.97822 3.55220 -2.69225
C -0.31645 -2.71771 4.75258
Si 0.89063 -1.32849 4.14930
C 1.34776 -0.13874 5.52668
C 2.41475 -2.31602 3.92952
C 0.30196 -0.38454 2.73115
H -1.18327 -2.22464 5.31100
H 0.17437 -3.36052 5.45355
H -0.70616 -3.35465 3.94861
H 1.81238 -0.86267 6.29831
H 0.48293 0.37854 5.91257
H 2.23948 0.59714 5.36200
H 2.72646 -2.80301 4.84312
H 3.21650 -1.70903 3.45281
H 2.16400 -3.17480 3.20948
H 0.12212 0.70181 2.95332
H -0.66528 -0.93919 2.49324
C 0.54869 0.62038 -0.65380
C 0.70450 0.64320 -2.02673
C 1.89529 -0.00974 -2.53868
C 1.90530 -0.48048 -3.86404
C 0.82397 -0.22516 -4.69104
C -0.27792 0.47115 -4.19573
C -0.40264 0.86710 -2.88572
H 2.79175 -0.16876 -1.85064
H 2.83766 -0.91973 -4.28007
H 0.78363 -0.57711 -5.75729
H -1.13840 0.60867 -4.87398
H -1.24695 1.42996 -2.57044
*
```

Electronic structure analysis, Mulliken charges in units of e: -0.5060, -0.4209, 0.4310, -0.6129, -0.6713, -0.4811, -0.8787, 0.3310, -0.1233, 0.3803, 0.3598, 0.4166, 0.4033, -1.1954, -0.8369, 0.5332, -0.4080, -1.3526, -0.2087, -0.3696, 0.0600, 0.1909, -0.6689, 0.1904, 0.0104, -0.3256, -0.5680, -0.6007, -0.3357, 0.3956, 0.3794, 0.2003, 0.5477, 0.5017, 0.4551, 0.3012, 0.3274, 0.4504, 0.3245, 0.2379, 0.2909, 0.3544, 0.4322, 0.3107, -0.4952, 0.5353, -0.5737, 0.6186, -0.6325, -1.2076, 0.7620, -0.3273, -0.4204, -0.3937, 0.3153, 0.1426, 0.4190, 0.1834, 0.4648, -1.0842, 0.2642, -0.9874, -0.7691, -0.3844, 0.2571, 0.3676, 0.2526, 0.2098, 0.3444, 0.2434, 0.5036, 0.0884, 0.0967, 0.4199, 0.0124, 1.5310, 1.1391, -0.0801, -0.7885, -0.5323, -0.5116, -0.8652, 0.0134, 0.3717, 0.2854, 0.3229, 0.6362